Molecular formula: C4H6N2O
Method: DFT, the ωB97M-V functional and the def2-TZVPD basis

Geometry as ORCA input:
```
! wB97M-V def2-TZVPD RIJCOSX def2/J DEFGRID3
* xyz 0 1
C 2.28102 0.34273 -0.07184
C 0.74948 0.27632 -0.09020
C 0.09724 -0.89534 0.19714
N -1.26465 -0.72024 0.18512
C -1.71145 0.47446 -0.10860
O -3.11097 0.35141 -0.14785
N -0.01109 1.34355 -0.37367
H 2.65247 0.13163 0.93983
H 2.70177 1.30228 -0.38693
H 2.67067 -0.42495 -0.75215
H 0.50131 -1.83148 0.51550
H -1.90436 -1.48611 0.38032
H -3.65143 1.13574 -0.28668
*
```

gap between HOMO and LUMO = 7.7066 eV
lowest unoccupied orbital energy = 0.39 eV
calculated total energy = -340.63626 Ha

Calculated atomic charges, method Mulliken, unit e: -1.044 0.868 -0.677 0.090 -0.016 -0.474 -0.587 0.268 0.317 0.289 0.391 0.237 0.337

---

Molecular formula: C4H6N2O
Method: DFT, the ωB97M-V functional and the def2-TZVPD basis

Geometry as ORCA input:
```
! wB97M-V def2-TZVPD RIJCOSX def2/J DEFGRID3
* xyz 0 1
C 1.81764 -0.16878 -0.02104
C -0.75466 -0.90247 0.60966
C -1.54184 0.35606 0.15249
C -2.38044 1.10908 -0.31321
H 2.20929 1.78557 -0.53551
H 1.96987 -0.92595 0.62162
H 0.11179 0.28994 -0.79916
H -1.28655 -1.73022 1.05665
H 0.06197 -0.35856 1.27004
H -3.33897 1.44377 -0.76607
N 2.44204 1.08630 0.13712
N 0.77258 -0.48567 -0.83972
O -0.08273 -1.49906 -0.57285
*
```

gap between HOMO and LUMO = 9.9559 eV
lowest unoccupied orbital energy = 0.71 eV
calculated total energy = -340.52772 Ha
structure (SMILES) = [H]/N=C\NOCC#C

Calculated atomic charges, method Mulliken, unit e: -0.219 -0.359 -0.539 0.050 0.221 0.594 0.344 0.388 0.298 0.345 -0.575 -0.263 -0.287

---

Molecular formula: C4H6N2O
Method: DFT, the ωB97M-V functional and the def2-TZVPD basis

Geometry as ORCA input:
```
! wB97M-V def2-TZVPD RIJCOSX def2/J DEFGRID3
* xyz 0 1
C -1.46296 1.38781 -1.37114
C -1.44794 1.00846 -0.11831
C 1.26151 -1.41248 0.28025
C -0.38250 0.06966 0.53083
N 2.17336 -1.93667 -0.42570
N -0.25406 0.11550 1.79324
O 0.35686 -0.64661 -0.30623
H -2.19841 2.08067 -1.78795
H -0.66285 1.08933 -2.08215
H -2.26379 1.36323 0.60094
H 1.27871 -1.56991 1.30241
H 2.84636 -2.42691 0.14300
H 0.26964 -0.43853 2.41859
*
```

gap between HOMO and LUMO = 10.7401 eV
lowest unoccupied orbital energy = 0.70 eV
calculated total energy = -340.69449 Ha
structure (SMILES) = [H]/N=C(/C=C)O/C=N/[H]

Calculated atomic charges, method Mulliken, unit e: -0.635 -0.180 0.107 0.706 -0.575 -0.620 -0.387 0.270 0.235 0.279 0.297 0.273 0.230

---

Molecular formula: C4H6N2O
Method: DFT, the ωB97M-V functional and the def2-TZVPD basis

Geometry as ORCA input:
```
! wB97M-V def2-TZVPD RIJCOSX def2/J DEFGRID3
* xyz 0 1
N 1.88261 0.65428 0.05872
C 0.53934 0.28427 -0.15046
C -0.12672 -0.88634 0.14789
O 0.42091 -2.09970 0.47635
C -1.51804 -0.62782 0.15477
C -1.67125 0.69855 -0.17128
N -0.43837 1.24732 -0.35224
H 2.55147 0.43143 -0.66545
H 2.20583 0.32630 0.96101
H 1.27776 -2.17414 0.03553
H -2.29135 -1.33430 0.41980
H -2.57294 1.28393 -0.27510
H -0.25926 2.19621 -0.63952
*
```

gap between HOMO and LUMO = 8.5795 eV
lowest unoccupied orbital energy = 0.76 eV
calculated total energy = -340.75645 Ha
structure (SMILES) = Nc1[nH]ccc1O

Calculated atomic charges, method Mulliken, unit e: -0.565 -0.305 0.800 -0.591 -0.657 -0.569 0.074 0.240 0.251 0.315 0.407 0.385 0.216

---

Molecular formula: C4H6N2O
Method: DFT, the ωB97M-V functional and the def2-TZVPD basis

Geometry as ORCA input:
```
! wB97M-V def2-TZVPD RIJCOSX def2/J DEFGRID3
* xyz 0 1
N -2.60551 0.41796 -0.57187
C -1.34749 0.30156 -0.52986
O -0.86259 -0.91820 -0.12426
C 0.52785 -1.11430 -0.27857
C 1.30428 -0.44112 0.85169
C 1.16429 1.04322 0.69146
N 0.32774 1.66025 0.10371
H -2.87962 1.35607 -0.85625
H -0.42657 2.03737 -0.45459
H 0.86929 -0.71833 -1.24452
H 0.69406 -2.19533 -0.27522
H 0.87254 -0.70832 1.82293
H 2.36173 -0.72083 0.86534
*
```

gap between HOMO and LUMO (alpha / beta) = 8.0446 / 7.0763 eV
lowest unoccupied orbital energy (alpha / beta) = 0.24 / -0.14 eV
calculated total energy = -340.58096 Ha

Calculated atomic charges, method Mulliken, unit e: -0.556 0.010 -0.271 -0.481 -0.307 -0.182 -0.109 0.245 0.364 0.351 0.311 0.280 0.343

---

Molecular formula: C4H6N2O
Method: DFT, the ωB97M-V functional and the def2-TZVPD basis

Geometry as ORCA input:
```
! wB97M-V def2-TZVPD RIJCOSX def2/J DEFGRID3
* xyz 0 1
N 1.43871 -0.21758 -1.13121
C 0.24800 -0.14840 -0.36183
C 0.38950 -0.00946 1.13649
C -0.71345 0.63355 1.52846
C -1.46218 1.24023 0.34753
O -0.61788 -1.27658 -0.62806
N -0.61445 1.00432 -0.64729
H 1.94597 -1.06076 -0.87500
H 1.20855 -0.29899 -2.11787
H 1.22601 -0.40625 1.71041
H -1.05482 0.77688 2.54507
H -1.15530 -1.44526 0.16021
H -0.88167 1.15426 -1.61324
*
```

gap between HOMO and LUMO = 8.6154 eV
lowest unoccupied orbital energy = 0.12 eV
calculated total energy = -340.66499 Ha

Calculated atomic charges, method Mulliken, unit e: -0.682 0.763 -0.561 -0.303 -0.514 -0.523 -0.059 0.295 0.257 0.314 0.400 0.382 0.232

---

Molecular formula: C4H6N2O
Method: DFT, the ωB97M-V functional and the def2-TZVPD basis

Geometry as ORCA input:
```
! wB97M-V def2-TZVPD RIJCOSX def2/J DEFGRID3
* xyz 0 1
C -0.13474 -1.28319 -2.39096
C -0.45872 0.34094 -0.73044
C -0.96762 0.75177 0.41314
N -0.23732 0.76360 1.62835
C 1.09634 0.77752 1.66791
O 1.43909 0.72068 2.97548
N -0.00840 0.05709 -1.83067
H 0.75233 -1.86297 -2.12050
H -0.17131 -1.21038 -3.48031
H -1.02510 -1.80669 -2.02751
H -1.97231 1.15882 0.43775
H -0.77821 0.71664 2.49174
H 2.40248 0.75011 2.99725
*
```

gap between HOMO and LUMO = 9.2393 eV
lowest unoccupied orbital energy = 0.96 eV
calculated total energy = -340.65908 Ha

Calculated atomic charges, method Mulliken, unit e: -0.680 0.550 -0.525 0.123 -0.592 -0.384 -0.345 0.289 0.245 0.296 0.322 0.276 0.426

---

Molecular formula: C4H6N2O
Method: DFT, the ωB97M-V functional and the def2-TZVPD basis

Geometry as ORCA input:
```
! wB97M-V def2-TZVPD RIJCOSX def2/J DEFGRID3
* xyz 0 1
N -1.46873 0.53932 1.38543
C -0.61947 0.48778 0.24619
C 0.74549 0.55515 0.12131
O 1.52631 1.26889 0.99251
C 1.12784 -0.33891 -0.92137
C -0.02961 -0.88665 -1.42461
N -1.07731 -0.32481 -0.75842
H -0.93304 0.89168 2.17320
H -1.58986 -0.45720 1.57858
H 2.45120 1.13068 0.76249
H 2.13396 -0.66062 -1.15237
H -0.20986 -1.72468 -2.07821
H -2.05694 -0.48062 -0.92473
*
```

gap between HOMO and LUMO = 8.2020 eV
lowest unoccupied orbital energy = 0.88 eV
calculated total energy = -340.73759 Ha
structure (SMILES) = Nc1[nH]ccc1O

Calculated atomic charges, method Mulliken, unit e: -0.676 0.120 0.506 -0.529 -0.434 -0.711 -0.061 0.269 0.261 0.316 0.332 0.391 0.218